Run A
{
  "formula": "C7H10S",
  "method": "ωB97M-V/def2-TZVPD",
  "species": ["C", "H", "C", "H", "H", "H", "C", "H", "C", "H", "H", "C", "H", "H", "C", "H", "C", "S"],
  "xyz": [[-1.0935, 1.7687, -0.1289], [-1.2642, 2.4659, 0.6134], [1.6407, -0.9204, -0.6692], [2.6478, -0.6711, 1.2617], [-0.9646, 2.4039, -1.0445], [-2.4002, -2.1064, 1.2781], [0.3741, -0.3353, -1.0774], [2.5778, -1.3801, -1.2120], [0.2090, 0.9963, -0.1451], [-0.1459, 0.3202, 1.8631], [-1.9006, 1.0698, -0.1222], [1.6462, -0.6517, 0.6264], [-0.0595, -0.2527, -2.1217], [1.2429, 1.5037, -0.0830], [-0.4424, -1.0894, -0.0571], [-0.1460, -2.1573, 0.1865], [0.2895, -0.0055, 0.9527], [-2.2111, -0.9585, -0.1210]],
  "lumo_energy_ha": -0.0052,
  "orbital_gap_ev": 8.277,
  "total_charge": 0
}

---

Run B
{
  "formula": "C7H10S",
  "method": "ωB97M-V/def2-TZVPD",
  "species": ["C", "H", "H", "H", "H", "H", "C", "C", "H", "S", "H", "C", "H", "C", "H", "H", "C", "C"],
  "xyz": [[-0.6198, 0.7714, 0.0095], [-1.7627, -2.0942, 0.8419], [-2.3337, 2.0608, 0.0447], [0.9974, 1.9247, 0.8827], [2.9169, -1.4726, 0.0140], [0.7452, -2.3743, -0.0601], [0.7952, -1.2861, -0.0290], [-1.9419, 1.0656, -0.0158], [-1.7727, -2.0778, -0.9173], [-3.0746, -0.2917, 0.0323], [2.3071, -0.1459, 1.0012], [-0.3838, -0.6600, -0.0163], [2.3674, 0.1119, -0.7681], [-1.6918, -1.4526, -0.0478], [1.0621, 1.8434, -0.9045], [-0.1679, 2.8346, -0.0895], [0.3654, 1.8937, -0.0211], [2.1924, -0.6510, 0.0432]],
  "lumo_energy_ha": 0.0362,
  "orbital_gap_ev": 8.360,
  "total_charge": 0
}

---

Quick one: least stable of them? run A

---

Run A
{
  "formula": "C17H27NO3",
  "method": "ωB97M-V/def2-TZVPD",
  "species": ["H", "H", "O", "H", "C", "H", "C", "C", "C", "H", "C", "N", "C", "H", "H", "H", "H", "C", "C", "H", "H", "H", "C", "C", "H", "O", "H", "H", "H", "C", "H", "H", "O", "C", "H", "C", "C", "H", "H", "C", "H", "H", "H", "H", "H", "H", "C", "C"],
  "xyz": [[-1.6641, -3.5628, -1.9479], [3.6483, 2.5966, -0.9595], [-1.0328, 0.4206, -2.5128], [-2.5056, -4.5020, -0.2055], [-1.6239, 4.7721, 0.5999], [2.8330, 4.0325, -0.3026], [-0.3474, 0.2040, -1.5323], [-0.1517, 4.5668, 0.9359], [2.6828, 2.9938, -0.6241], [-1.1364, -6.9603, 2.9935], [-0.4029, -4.3369, 0.2469], [0.9212, 0.6437, -1.4084], [0.1399, 3.1085, 1.2893], [-2.2933, -2.1446, 0.0693], [-1.3900, 0.0822, 0.3197], [-2.2501, 4.4920, 1.4442], [1.1577, -6.0854, 2.6915], [-0.9291, -6.2288, 2.2274], [0.3559, -5.7370, 2.0572], [-0.2091, 2.4548, 0.4880], [2.5139, 1.1313, -2.6496], [0.1196, 5.1997, 1.7846], [1.6297, 2.8207, 1.5447], [-1.9420, -5.7734, 1.4050], [2.1461, 3.7499, 1.8253], [-0.0182, -3.4290, -0.6922], [1.6133, -4.4114, 0.9309], [-0.4258, 2.8522, 2.1873], [0.7219, 3.3202, -1.4998], [0.6183, -4.8014, 1.0791], [-2.5118, -1.3119, -1.4865], [0.4576, 4.8794, 0.0857], [2.3155, 2.1929, 0.4831], [-1.7759, -1.7218, -0.7936], [-2.9472, -6.1504, 1.5262], [-0.9872, -2.8151, -1.5180], [1.5358, 1.5334, -2.3649], [-0.4122, -2.3655, -2.3318], [-1.9101, 4.1617, -0.2542], [-1.6909, -4.8326, 0.4196], [2.0862, 3.6001, -2.5861], [1.4103, 0.5526, -0.5291], [-0.0022, -1.0160, 0.2171], [1.7317, 2.1112, 2.3707], [-1.8195, 5.8139, 0.3580], [0.8852, 1.5529, -3.2428], [-0.8447, -0.6007, -0.3371], [1.7001, 2.9476, -1.8012]],
  "lumo_energy_ha": 0.0305,
  "orbital_gap_ev": 9.248,
  "total_charge": 0
}

---

Run B
{
  "formula": "C17H27NO3",
  "method": "ωB97M-V/def2-TZVPD",
  "species": ["H", "H", "H", "N", "C", "C", "H", "H", "H", "C", "C", "C", "H", "H", "C", "H", "H", "H", "H", "C", "C", "H", "C", "H", "H", "H", "C", "H", "H", "H", "H", "C", "O", "H", "H", "C", "C", "C", "H", "O", "H", "H", "C", "C", "H", "C", "O", "H"],
  "xyz": [[0.1951, 2.1236, -0.8639], [3.0873, 2.8948, -0.2147], [4.7085, -2.6393, -1.5951], [0.8440, -0.2870, 0.2509], [3.7050, -0.7599, -1.5460], [0.9345, 2.5889, -0.2086], [-4.6407, 1.1631, -1.2695], [1.6385, -2.1393, -0.2809], [-2.4128, 0.5452, 1.6972], [-0.5222, -2.2573, -0.2535], [4.0241, 0.5682, 0.4284], [3.4460, 0.4065, -0.8239], [-1.5582, -1.5511, 1.5138], [3.8420, 1.4471, 1.0254], [-2.7442, 0.5282, 0.6469], [-2.6240, -2.2220, 0.2510], [3.2511, -0.8687, -2.5192], [-4.3783, -0.8306, 1.0258], [-0.5881, -2.0457, -1.3222], [-4.7484, 0.1592, -0.8525], [2.3054, 2.5495, -0.8971], [1.6308, 2.4411, 1.8322], [4.8384, -0.4256, 0.9441], [2.2783, 3.2345, -1.7532], [5.7245, -2.3503, 0.6424], [-6.3314, -1.2790, -0.5397], [0.8831, 1.9728, 1.1876], [-4.7861, 0.8775, 1.1842], [-2.5992, 1.5236, 0.2161], [-6.8345, 0.4001, -0.3469], [-6.5552, -0.2576, -1.9602], [5.0909, -1.5808, 0.2288], [1.3205, -0.0110, 2.4320], [-0.5593, -3.3373, -0.1103], [0.5706, 0.1397, -0.6186], [4.5200, -1.7423, -1.0234], [0.8027, -1.7264, 0.2965], [-1.7269, -1.6116, 0.4287], [5.2717, -0.2902, 1.9236], [-1.9029, -0.3138, -0.1047], [0.9299, -2.0085, 1.3451], [-4.1330, -0.5141, -1.4522], [-4.2287, 0.1564, 0.5832], [1.0483, 0.4637, 1.3447], [-0.0923, 2.2011, 1.6290], [-6.2073, -0.2710, -0.9300], [2.6217, 1.2929, -1.4580], [0.6609, 3.6431, -0.1132]],
  "lumo_energy_ha": 0.0305,
  "orbital_gap_ev": 9.234,
  "total_charge": 0
}

---

Quick one: least stable of them? run B